The following is a DFT calculation (ωB97M-V/def2-TZVPD) of C6H7N in the gas phase at a distorted geometry.

Results
Molecular weight ... 93.13 g mol⁻¹
ΔE to the lowest compared entry with this formula, charge and spin ... 106.6 kcal/mol
Orbital gap (spin up / spin down) ... 7.31 / 7.51 eV
Net charge ... 0
E ... -7821.0247 eV

Cartesian coordinates (Å):
C: -0.1002 -0.5754 1.0814
C: 0.5129 -0.6478 -0.1790
C: -1.1602 0.3217 1.0952
C: -0.4384 1.4714 0.0615
C: 0.3187 0.5630 -0.8037
C: 1.3778 -1.7542 -0.6747
N: -2.2596 0.4200 1.6732
H: -1.1393 2.1400 -0.4396
H: 0.1528 2.0157 0.7941
H: 0.7296 0.8612 -1.7551
H: 2.3944 -1.3947 -0.8306
H: 1.0010 -2.1204 -1.6285
H: 1.3993 -2.5767 0.0347
H: -2.7886 1.2762 1.5712

Forces on the atoms, in the same order (eV/Å):
C 1.03 -1.44 0.55
C -0.40 0.43 -0.25
C 0.27 2.04 -1.12
C -0.92 -0.53 0.51
C -0.03 -0.07 0.29
C 0.07 -0.08 -0.01
N -0.72 -0.57 0.64
H -0.01 0.03 0.09
H 0.16 0.12 -0.10
H 0.21 0.04 -0.14
H 0.06 -0.08 -0.02
H 0.01 -0.06 -0.05
H 0.02 -0.02 0.00
H 0.25 0.18 -0.38

=====

The following is a DFT calculation (ωB97M-V/def2-TZVPD) of a molecular structure, C6H11InN5P at a distorted geometry.

Results
Molecular weight ... 298.98 g mol⁻¹
ΔE to the lowest compared entry with this formula, charge and spin ... 0.0 kcal/mol
Orbital gap ... 6.32 eV
Net charge ... 0
E ... -28307.2850 eV

Cartesian coordinates (Å):
C: 2.0494 -0.0325 -1.8807
C: 2.0440 -1.4520 -2.0883
C: 0.7075 -1.8650 -2.2282
C: -0.1450 -0.7287 -2.2349
C: 0.6929 0.4781 -2.0626
In: 0.7484 -0.3367 -0.0002
P: 0.0924 1.7558 2.2571
H: 2.9533 0.5758 -1.8615
H: 2.9252 -2.0939 -2.1988
H: 0.3688 -2.8587 -2.5710
H: 0.4575 1.5970 -2.2566
H: -1.1486 -0.8032 -2.6642
H: -0.9526 2.5188 1.6010
H: 1.1327 2.6291 1.8141
H: -0.1158 2.3957 3.5162
N: -4.2289 -1.5858 2.7067
N: -3.0725 -1.9209 1.9774
N: -2.3910 -3.0350 2.3380
C: -1.2036 -2.8525 1.7604
N: -1.0903 -1.6350 1.1779
N: -2.1819 -0.9555 1.4924
H: -4.5647 -0.6606 2.4703
H: -4.9457 -2.3003 2.6814
H: -0.4484 -3.6262 1.8265

Forces on the atoms, in the same order (eV/Å):
C -0.09 -0.08 -2.98
C 0.10 1.04 0.22
C -0.40 0.05 -0.83
C 0.82 0.95 -1.23
C 0.44 0.10 -2.41
In 0.74 -0.71 3.43
P -0.56 0.63 0.25
H -0.40 -0.13 0.30
H -0.42 0.36 0.43
H 0.25 0.60 0.65
H 0.17 -2.33 0.67
H 0.22 0.40 0.73
H 0.51 -0.34 0.27
H -0.25 -0.17 0.20
H 0.07 0.27 -0.13
N 0.63 0.35 0.26
N 2.92 0.75 1.50
N -0.59 0.61 -1.36
C -1.11 -0.07 0.32
N -1.97 0.01 2.04
N -1.58 -2.40 -1.21
H 0.17 -0.19 -0.33
H 0.33 -0.05 -0.48
H 0.00 0.34 -0.32

=====

The following is a DFT calculation (ωB97M-V/def2-TZVPD) of a molecular structure, C38H35N4O3P2S4Tc at a distorted geometry.

Results
Molecular weight ... 883.94 g mol⁻¹
ΔE to the lowest compared entry with this formula, charge and spin ... 0.0 kcal/mol
Orbital gap (spin up / spin down) ... 7.05 / 6.63 eV
Net charge ... +1
Spin multiplicity ... 2
E ... -116192.1802 eV

Cartesian coordinates (Å):
Tc: 0.5034 -1.0802 0.4660
N: 1.1586 1.8537 -0.8552
P: 0.3567 1.2913 0.5772
C: -1.1310 2.3314 0.6232
C: -0.9756 3.6971 0.8790
C: -2.0776 4.5329 0.9063
C: -3.3468 4.0173 0.6691
C: -3.5067 2.6691 0.3934
C: -2.4021 1.8274 0.3750
C: 1.3297 1.9444 1.9480
C: 0.6900 2.2459 3.1465
C: 1.4343 2.6246 4.2526
C: 2.8177 2.7078 4.1673
C: 3.4606 2.3930 2.9788
C: 2.7200 1.9985 1.8743
P: 0.6946 1.0245 -2.2525
C: -0.9164 1.6558 -2.7130
C: -1.1605 3.0268 -2.7673
C: -2.4076 3.4792 -3.1543
C: -3.4046 2.5717 -3.4993
C: -3.1582 1.2085 -3.4570
C: -1.9120 0.7476 -3.0575
C: 1.8865 1.5739 -3.4702
C: 2.0244 0.7805 -4.6091
C: 2.9106 1.1541 -5.6049
C: 3.6670 2.3089 -5.4598
C: 3.5366 3.0948 -4.3223
C: 2.6487 2.7323 -3.3233
H: 2.1733 1.7918 -0.7670
H: 0.0116 4.1037 1.0625
H: -1.9489 5.5876 1.1122
H: -4.2088 4.6716 0.6948
H: -4.4910 2.2661 0.1924
H: -2.5380 0.7828 0.1376
H: -0.3877 2.1766 3.2255
H: 0.9308 2.8520 5.1831
H: 3.3962 3.0101 5.0306
H: 4.5393 2.4458 2.9118
H: 3.2476 1.7134 0.9720
H: -0.3805 3.7296 -2.5028
H: -2.6048 4.5421 -3.1932
H: -4.3767 2.9345 -3.8067
H: -3.9306 0.5052 -3.7380
H: -1.7099 -0.3182 -3.0261
H: 1.4480 -0.1323 -4.7099
H: 3.0190 0.5393 -6.4879
H: 4.3639 2.5973 -6.2352
H: 4.1249 3.9960 -4.2147
H: 2.5388 3.3598 -2.4481
S: 3.0494 -1.5446 -3.2460
C: 2.2291 -1.1732 -1.9095
S: 2.7866 -0.7033 -0.3587
S: 0.4183 -1.0735 -1.8482
C: 2.3486 -1.5632 4.6360
S: 0.8380 -1.7540 3.7225
O: -0.1979 -1.0182 4.4149
O: 0.6058 -3.1583 3.4994
O: 1.1755 -1.0429 2.4212
H: 2.5173 -2.4827 5.1906
H: 2.2295 -0.7223 5.3141
H: 3.1621 -1.3748 3.9408
C: -4.4161 -1.5662 1.0912
C: -3.5760 -1.3082 2.1582
C: -2.2114 -1.2045 1.9387
N: -1.6621 -1.3636 0.7269
C: -2.4828 -1.6221 -0.3013
C: -3.8525 -1.7229 -0.1671
H: -5.4859 -1.6447 1.2319
H: -3.9550 -1.1803 3.1622
H: -1.5469 -0.9872 2.7601
H: -2.0199 -1.7566 -1.2707
H: -4.4579 -1.9306 -1.0383
N: 2.2377 -4.8800 1.2559
C: 2.1475 -3.5611 1.0240
N: 0.9767 -3.2041 0.5474
C: 0.2347 -4.3858 0.4662
C: -1.0577 -4.6466 0.0158
C: -1.5091 -5.9503 0.0555
C: -0.7037 -6.9969 0.5250
C: 0.5836 -6.7625 0.9601
C: 1.0255 -5.4463 0.9181
H: 3.0376 -5.3504 1.6402
H: 2.9589 -2.8799 1.2126
H: -1.6943 -3.8654 -0.3609
H: -2.5108 -6.1725 -0.2878
H: -1.0965 -8.0043 0.5391
H: 1.2175 -7.5636 1.3154

Forces on the atoms, in the same order (eV/Å):
Tc -0.88 1.26 0.36
N -0.23 -0.05 -1.11
P -0.53 -1.36 0.89
C 0.18 0.28 -0.09
C -0.09 0.02 -0.06
C 0.01 0.05 -0.03
C -0.02 0.01 -0.02
C 0.01 0.00 0.01
C 0.02 -0.04 -0.09
C 0.33 0.16 -0.23
C 0.01 -0.03 0.05
C 0.03 -0.03 0.00
C -0.01 -0.01 0.02
C -0.01 -0.03 -0.01
C -0.04 0.06 0.13
P 0.08 2.12 0.52
C -0.15 -0.55 0.08
C 0.13 0.05 0.07
C -0.01 0.00 -0.01
C 0.01 -0.01 0.02
C -0.02 0.00 0.02
C -0.08 -0.01 -0.07
C 0.00 -0.59 -0.21
C -0.25 0.27 -0.28
C -0.01 0.03 -0.04
C -0.02 -0.04 0.05
C 0.01 0.00 -0.05
C -0.10 0.05 0.19
H -0.09 0.07 0.04
H -0.02 0.00 0.01
H -0.01 0.00 0.01
H 0.00 0.00 0.00
H -0.01 0.00 0.01
H 0.00 0.04 0.02
H 0.01 0.00 0.01
H 0.01 0.00 -0.01
H -0.01 0.01 -0.01
H 0.00 0.00 0.00
H 0.01 0.04 -0.01
H -0.01 0.01 0.03
H 0.00 -0.01 0.01
H 0.00 0.00 0.00
H 0.00 0.00 0.01
H -0.12 0.14 -0.10
H -0.03 0.20 -0.13
H 0.00 -0.01 0.00
H 0.00 0.00 0.00
H -0.01 -0.01 0.01
H 0.01 -0.02 0.00
S 0.09 -0.58 0.27
C 1.32 -0.40 0.17
S 0.15 -0.48 -0.16
S 0.07 -0.04 -0.65
C -0.02 0.00 0.08
S 0.03 0.28 -0.24
O 0.03 -0.14 -0.01
O -0.03 -0.10 0.07
O -0.02 -0.06 0.27
H -0.01 0.03 0.04
H 0.03 0.02 -0.03
H 0.01 -0.05 0.00
C -0.02 0.01 0.02
C 0.02 0.01 -0.03
C -0.09 -0.07 -0.03
N 0.13 -0.21 0.05
C -0.08 -0.02 0.03
C 0.04 0.02 -0.05
H 0.00 -0.01 0.00
H 0.01 0.00 0.00
H 0.12 0.03 0.10
H -0.04 -0.03 0.05
H -0.01 0.00 0.00
N 0.03 -0.02 0.00
C -0.12 0.00 -0.04
N 0.15 -0.24 0.02
C 0.08 -0.04 -0.01
C 0.03 -0.04 0.00
C -0.02 0.02 -0.02
C 0.02 -0.01 0.01
C -0.03 0.01 -0.01
C -0.01 -0.02 0.03
H 0.00 0.00 0.02
H 0.01 -0.01 0.05
H -0.02 0.05 0.00
H 0.00 0.00 0.00
H 0.00 0.00 0.00
H 0.00 0.00 0.01

=====

The following is a DFT calculation (ωB97M-V/def2-TZVPD) of C17H18BNO4 in the gas phase at a distorted geometry.

Results
Molecular weight ... 311.15 g mol⁻¹
ΔE to the lowest compared entry with this formula, charge and spin ... 6.2 kcal/mol
Orbital gap ... 9.26 eV
SMILES ... CC(=O)Nc1cccc(OC[C@H]2COB(c3ccccc3)O2)c1
Net charge ... 0
E ... -28279.5464 eV

Cartesian coordinates (Å):
C: -1.8211 -1.1551 -5.6740
C: -0.7251 -1.1231 -4.6641
O: 0.0113 -0.1583 -4.6537
N: -0.5326 -2.1998 -3.8120
C: 0.4097 -2.2659 -2.7713
C: 0.4938 -3.4092 -1.9865
C: 1.3325 -3.4555 -0.8843
C: 2.0729 -2.3602 -0.5172
C: 1.9967 -1.1707 -1.2687
O: 2.6969 -0.0247 -0.9207
C: 2.4107 0.4815 0.3630
C: 1.3341 1.6027 0.2931
C: -0.0285 1.0972 -0.2360
O: -1.0464 1.2992 0.7244
B: -0.3132 1.8505 1.8148
C: -0.9847 1.9440 3.1986
C: 0.0024 2.1938 4.1335
C: -0.3107 2.3833 5.4361
C: -1.6205 2.2440 5.8437
C: -2.6299 1.9424 4.9364
C: -2.3173 1.8514 3.5881
O: 1.0551 2.1467 1.5837
C: 1.1493 -1.1408 -2.3763
H: -2.4671 -1.9952 -5.4426
H: -2.3822 -0.1947 -5.6877
H: -1.4647 -1.3013 -6.6778
H: -1.1835 -2.9686 -3.8880
H: -0.0275 -4.3148 -2.3060
H: 1.4195 -4.3358 -0.3245
H: 2.6932 -2.4216 0.3657
H: 3.3756 0.8411 0.7984
H: 2.0918 -0.3515 1.0226
H: 1.7004 2.4129 -0.3492
H: -0.0056 0.0199 -0.4542
H: -0.3421 1.6309 -1.1205
H: 1.0304 2.2903 3.7806
H: 0.4502 2.6008 6.1613
H: -1.9035 2.3848 6.8440
H: -3.6436 1.7876 5.2583
H: -3.0694 1.5942 2.8541
H: 1.0925 -0.2522 -2.9851

Forces on the atoms, in the same order (eV/Å):
C -1.22 -0.31 0.46
C 1.08 0.47 -0.09
O 0.10 0.28 0.05
N -0.49 0.20 -0.71
C 0.11 0.65 0.99
C -0.07 -0.76 -0.59
C -0.36 0.92 -0.99
C 0.46 1.16 0.11
C -0.58 -0.94 0.01
O -0.38 -0.57 -0.64
C 0.30 0.22 1.25
C 0.35 -0.22 -0.44
C -0.12 -0.96 -1.17
O 2.08 1.22 2.11
B -1.20 -0.78 -1.01
C 0.86 0.61 -0.52
C 0.77 0.31 -0.45
C -0.19 -0.03 1.40
C -0.52 -0.13 -0.82
C 0.36 0.17 -0.48
C 0.20 -0.67 -0.09
O -1.83 -0.85 -0.08
C 0.66 0.22 -0.27
H -0.58 0.01 -0.18
H 0.41 -0.73 0.31
H 0.55 -0.08 -0.32
H 0.17 0.10 0.06
H -0.04 0.26 0.21
H 0.02 -1.18 0.69
H 0.16 0.09 0.00
H -0.81 0.08 -0.39
H -0.17 0.54 -0.18
H 0.11 -0.20 0.10
H 0.08 0.39 -0.07
H 0.19 0.05 -0.55
H -0.28 -0.06 0.31
H 0.24 0.12 0.25
H -0.12 0.10 1.34
H -0.24 0.09 0.18
H -0.10 0.16 -0.02
H 0.04 0.04 0.27

=====

The following is a DFT calculation (ωB97M-V/def2-TZVPD) of C5H7NO in the gas phase.

Results
Molecular weight ... 97.12 g mol⁻¹
ΔE to the lowest compared entry with this formula, charge and spin ... 31.3 kcal/mol
Orbital gap ... 9.23 eV
SMILES ... CC1=CNC(=O)C1
Net charge ... 0
E ... -8834.8449 eV

Cartesian coordinates (Å):
C: 0.4258 -1.7801 -0.2270
C: -0.3875 -0.5856 0.1670
C: 0.0037 0.0634 1.2646
N: 0.1634 1.4650 1.0588
C: -0.2452 1.7259 -0.2741
O: -0.0685 2.7692 -0.8498
C: -0.8715 0.4404 -0.8230
H: 0.0722 -2.3632 -1.0748
H: 0.6602 -2.4198 0.6275
H: 1.3752 -1.3103 -0.5279
H: 0.4108 -0.3780 2.1689
H: 1.1626 1.6500 1.1300
H: -0.5685 0.2665 -1.8586
H: -1.9655 0.5572 -0.8231

Forces on the atoms, in the same order (eV/Å):
C -0.05 -0.29 -0.09
C 0.33 0.15 0.08
C 0.17 -0.19 -0.10
N -0.22 0.15 0.00
C 0.02 0.36 -0.24
O -0.09 -0.39 0.22
C 0.07 0.04 -0.11
H -0.24 -0.12 0.15
H -0.15 -0.06 -0.14
H -0.04 -0.46 -0.19
H 0.17 0.09 -0.23
H -0.24 0.73 0.49
H 0.04 0.10 0.11
H 0.22 -0.09 0.04